Computed, not measured: an isolated ion of composition C4H2N and charge +1, with ωB97M-V with the def2-TZVPD basis set.

Net charge: +1
E_LUMO in eV: -7.322
E_tot in Ha: -207.6396
HOMO-LUMO gap in eV: 8.09

Atoms and positions in Å:
C  -2.580170  0.683382  0.215278
C  -2.770693  -0.935126  -0.103890
C  -1.328607  0.876590  -0.228025
C  -1.495551  -0.734486  0.023175
N  -0.238473  0.004602  0.043496
H  0.499779  -0.087641  -0.628863
H  0.069661  0.258738  1.082331

Atomic forces in eV per Å
2.762 0.450 0.377
-2.295 -1.958 -0.779
-1.897 1.988 -1.398
2.258 0.350 0.430
-1.433 0.739 4.518
0.688 -0.444 -0.863
-0.084 -1.125 -2.285



Computed, not measured: the molecule C4H2N2O, with ωB97M-V with the def2-TZVPD basis set.

E_LUMO in eV: -1.018
Structure (SMILES): N#CC#CC(N)=O
E_tot in Ha: -338.2493
HOMO-LUMO gap in eV: 9.81

Atoms and positions in Å:
N  3.714218  0.053596  -0.180128
C  2.553493  -0.090204  0.109092
C  1.125762  -0.097312  0.047703
C  -0.140146  -0.297375  0.212254
C  -1.659682  -0.170843  -0.015339
N  -1.895418  1.250333  -0.044244
O  -2.505359  -1.074057  -0.071428
H  -2.825081  1.405065  -0.426892
H  -1.140211  1.994289  0.446661

Atomic forces in eV per Å
-5.158 -0.822 1.765
3.124 1.013 -2.314
-4.910 -1.497 1.704
5.319 0.708 -1.540
-0.127 0.988 1.259
2.083 -1.142 1.088
2.610 2.652 -0.320
0.300 0.999 0.589
-3.242 -2.900 -2.231



Computed, not measured: the molecule C4H2N2OS, with ωB97M-V with the def2-TZVPD basis set.

E_LUMO in eV: -2.462
Structure (SMILES): O=C1N=CC=NC1=S
E_tot in Ha: -736.5026
HOMO-LUMO gap in eV: 7.02

Atoms and positions in Å:
O  1.359078  -0.367933  -2.121431
C  0.663233  -0.066330  -1.183275
N  -0.752732  -0.169252  -1.260334
C  -1.353424  -0.275524  -0.123463
C  -0.635270  -0.247090  1.173699
N  0.585188  0.101013  1.300808
C  1.240487  0.476612  0.115247
S  2.508105  1.475318  0.144094
H  -2.453365  -0.376046  -0.134211
H  -1.161300  -0.550768  2.088866

Atomic forces in eV per Å
-0.543 0.119 0.672
0.724 0.091 -0.612
-0.456 -0.178 1.045
0.076 0.230 -0.922
-0.184 -0.265 0.443
-0.057 0.061 -0.244
0.152 0.082 0.024
-0.353 -0.259 -0.096
0.585 0.013 0.091
0.055 0.105 -0.400



Computed, not measured: a 2-piece molecular cluster, C4H2N2S overall, with ωB97M-V with the def2-TZVPD basis set.

2S+1: 3
E_LUMO (alpha / beta) in eV: -1.044 / -2.311
E_tot in Ha: -661.0727
HOMO-LUMO gap (alpha / beta) in eV: 7.72 / 6.47

Atoms and positions in Å:
C  -0.565728  -1.287339  -0.542049
C  0.276972  1.260193  0.100557
C  0.296244  -0.978474  0.482117
C  -0.977044  -0.138314  -1.105449
N  0.629484  0.217335  0.822065
N  -0.657680  1.050525  -0.833424
S  -3.646487  0.088843  0.379538
H  -0.726054  -2.214448  -0.889024
H  0.497942  2.226583  0.383461

Atomic forces in eV per Å
0.140 0.090 0.492
-1.681 -1.349 0.328
0.615 2.159 0.601
0.210 1.677 -0.225
0.792 -1.343 0.116
-0.090 -0.016 -0.745
-0.033 -0.001 0.009
-0.837 -3.123 -0.956
0.884 1.906 0.379



Computed, not measured: the molecule C4H2N2S2, with ωB97M-V with the def2-TZVPD basis set.

E_LUMO in eV: -1.038
Structure (SMILES): S=C1Sc2c[nH]nc21
E_tot in Ha: -1059.3747
HOMO-LUMO gap in eV: 7.68

Atoms and positions in Å:
S  3.396416  -0.714299  -0.064824
C  2.012433  -0.114026  -0.036754
S  1.482960  1.940003  -0.081228
C  -0.033246  0.826680  0.017567
C  -1.307547  0.612338  -0.104847
N  -1.459177  -0.758618  -0.218331
N  -0.236879  -1.446462  0.002734
C  0.613176  -0.466006  -0.028038
H  -2.202338  1.344902  0.356190
H  -2.265794  -1.224510  0.157531

Atomic forces in eV per Å
2.978 -1.469 -0.044
-2.042 2.551 -0.022
-1.370 -3.007 0.402
5.118 0.927 -0.868
-5.261 1.873 2.260
1.184 -0.983 1.359
-1.475 0.235 -1.329
-1.261 2.376 0.538
2.296 -2.272 -2.165
-0.167 -0.232 -0.130



Computed, not measured: an isolated ion of composition C4H2N3S and charge -1, with ωB97M-V with the def2-TZVPD basis set.

Net charge: -1
E_LUMO (alpha / beta) in eV: 2.621 / 2.629
E_tot in Ha: -715.9820
HOMO-LUMO gap (alpha / beta) in eV: 5.80 / 5.81

Atoms and positions in Å:
C  -2.480559  -1.994844  -0.012337
C  -0.014941  -1.031726  -0.193760
C  -0.401114  1.146508  0.160691
C  -1.300107  -1.383068  0.038158
N  -3.351464  -2.780476  0.036650
N  0.517681  0.161215  0.004190
N  -1.695383  0.970030  0.101564
S  -3.038712  1.817898  -0.022602
H  0.834594  -1.664933  -0.462371
H  0.138959  2.029398  0.302045

Atomic forces in eV per Å
-0.457 -2.073 0.084
0.488 -1.047 0.387
-1.202 -1.834 -0.144
0.619 3.661 -0.341
-0.084 0.867 -0.171
-0.241 0.965 -0.173
3.016 -2.395 0.008
-1.163 0.738 0.137
-0.761 -0.993 -0.019
-0.215 2.111 0.232



Computed, not measured: the molecule C4H2N4, with ωB97M-V with the def2-TZVPD basis set.

E_LUMO in eV: -1.786
Structure (SMILES): N#Cc1ccnnn1
E_tot in Ha: -372.4845
HOMO-LUMO gap in eV: 9.34

Atoms and positions in Å:
N  -3.073381  -0.076625  -0.016859
C  -1.930540  0.117618  0.027066
C  -0.444609  0.046977  0.182257
C  0.190496  1.350318  -0.120874
C  1.487248  1.066435  -0.006410
N  2.102828  -0.164825  0.089173
N  1.307484  -1.353004  -0.052355
N  -0.004363  -1.221466  -0.079725
H  -0.131228  2.285639  0.026744
H  1.987683  1.937714  -0.100614

Atomic forces in eV per Å
1.267 0.709 -0.110
-0.425 -1.467 1.080
-3.539 2.543 -3.986
-0.890 -8.395 2.495
1.679 -3.146 -0.544
-2.321 -1.128 -0.771
1.173 3.686 0.261
1.577 2.034 1.484
-1.937 3.119 -0.019
3.417 2.045 0.111



Computed, not measured: the molecule C4H2N4S, with ωB97M-V with the def2-TZVPD basis set.

E_LUMO in eV: -2.190
E_tot in Ha: -770.6952
HOMO-LUMO gap in eV: 7.43

Atoms and positions in Å:
C  -0.255755  0.236702  0.420513
C  0.001949  -0.416695  -0.723887
C  -1.717150  0.463230  0.312367
C  -4.413350  1.092596  0.029164
N  -1.155758  -0.727926  -1.406323
N  -2.387461  1.177997  1.153038
N  -3.609475  1.434746  0.859564
N  -2.130489  -0.185222  -0.813437
S  -5.748337  0.845512  -0.715665
H  0.482507  0.501534  1.127018
H  0.901522  -0.720351  -1.114441

Atomic forces in eV per Å
-0.682 -0.321 -1.116
-0.307 0.532 1.623
2.722 0.152 1.677
-1.846 -0.083 -0.310
-1.049 0.295 -0.422
2.170 -0.393 0.127
-1.101 0.496 0.103
-2.101 -0.418 -1.335
0.105 -0.108 -0.400
0.169 0.562 0.783
1.919 -0.715 -0.731



Computed, not measured: the molecule C4H2O2, with ωB97M-V with the def2-TZVPD basis set.

E_LUMO in eV: -1.260
Structure (SMILES): O=CC#CC=O
E_tot in Ha: -303.9932
HOMO-LUMO gap in eV: 9.73

Atoms and positions in Å:
O  0.309476  2.772514  1.197623
C  -0.299930  1.785763  0.877154
C  0.234026  0.654717  0.123524
C  0.378102  -0.410401  -0.431501
C  0.322860  -1.733366  -1.043213
O  -0.648984  -2.435960  -0.883867
H  -1.360841  1.626946  1.140232
H  1.184577  -2.053289  -1.647163

Atomic forces in eV per Å
-0.146 -0.362 -0.150
0.170 0.287 0.111
-0.006 -0.732 -0.328
-0.231 0.669 0.395
-0.400 -0.336 0.041
0.577 0.296 -0.131
0.063 0.141 0.027
-0.026 0.036 0.035



Relative energy (zero: lowest compared OMol25 entry of this formula, charge and spin) across the listed records, respectively: 21.4 57.8 4.2 69.4 56.0 59.0 92.4 10.4 10.4 kcal/mol.